No. 1
# C2H5N3O2S

An isolated molecule of C2H5N3O2S (ωB97M-V with the def2-TZVPD basis set, the Open Molecules 2025 dataset).

## Properties
- Net charge: 0
- LUMO: 0.016 Ha
- SMILES: O=C(NO)N/C=N/S
- Max |F|: 5.2 eV/A
- ΔE to the lowest compared entry with this formula, charge and spin: 4.3107 eV
- Multiplicity: 1
- Molecular weight: 135.15 g/mol
- HOMO energy: -9.04 eV
- E: -21551.6027 eV

Cartesian coordinates (Å):
S1 2.9084 0.0549 0.1048
O1 -2.5835 -1.1095 0.6726
O2 -1.0272 1.8405 -0.4983
N1 -0.7888 -0.9309 -0.7582
N2 -1.7953 1.0210 0.2967
N3 1.1064 0.0525 0.3113
C1 0.5337 -0.9578 -0.3789
C2 -1.7903 -0.3102 0.0848
H1 -0.1027 1.9285 -0.0808
H2 3.1294 0.2886 1.6000
H3 -0.9910 -1.9763 -0.8567
H4 -2.9649 1.3531 0.1469
H5 1.1643 -1.7105 -1.0650

Forces on atoms 1 to 6 (eV/Å):
S -1.4663 0.3564 3.5864
O 1.8945 2.9446 -2.0477
O 1.8938 0.4707 -0.2801
N -0.0791 -2.2111 0.9589
N -4.8256 1.8079 -0.4188
N -0.1571 -3.0629 -2.0933

Results of the natural (NBO) charge analysis, in e, for atoms 1 through 5: S 0.10; O -0.61; O -0.56; N -0.64; N -0.32


No. 2
# C2H5N3O3

An isolated molecule of C2H5N3O3 (ωB97M-V with the def2-TZVPD basis set, the Open Molecules 2025 dataset).

## Properties
- Net charge: 0
- LUMO: 0.002 Ha
- SMILES: NN/C(O)=C/[N+](=O)[O-]
- Max |F|: 2.4 eV/A
- ΔE to the lowest compared entry with this formula, charge and spin: 4.8973 eV
- Multiplicity: 1
- Molecular weight: 119.08 g/mol
- HOMO energy: -9.14 eV
- E: -12762.7039 eV

Cartesian coordinates (Å):
O1 2.6496 1.0894 0.0520
O2 3.3309 -0.9610 0.1166
O3 -0.0421 1.3176 0.0836
N1 -1.2369 -0.6472 0.1570
N2 -2.4135 0.1453 0.0935
N3 2.4414 -0.1236 0.0701
C1 1.1329 -0.7063 -0.0219
C2 -0.0268 0.0067 0.0983
H1 -2.2477 0.6693 -0.7383
H2 0.9836 -1.8068 -0.0707
H3 -2.7149 0.6283 0.9307
H4 -1.1959 -1.4902 -0.4067
H5 -0.6606 1.8784 -0.3641

Forces on atoms 1 to 6 (eV/Å):
O -0.5800 -0.8626 0.1497
O 0.3697 0.0048 0.1321
O 1.7207 0.9272 1.3760
N -0.1522 0.2585 0.8880
N 0.6717 -1.7337 -1.2863
N 0.0564 -0.3243 -0.6689

Results of the natural (NBO) charge analysis, in e, for atoms 1 through 5: O -0.40; O -0.41; O -0.66; N -0.46; N -0.66


No. 3
# C2H5N3O3

A cluster of 3 separate species, C2H5N3O3 in total (ωB97M-V with the def2-TZVPD basis set, the Open Molecules 2025 dataset).

## Properties
- Net charge: 0
- LUMO: -0.002 Ha
- Max |F|: 8.3 eV/A
- ΔE to the lowest compared entry with this formula, charge and spin: 8.9030 eV
- Multiplicity: 1
- Molecular weight: 119.08 g/mol
- HOMO energy: -8.54 eV
- E: -12758.6982 eV

Cartesian coordinates (Å):
O1 3.4551 -0.3038 -0.1705
O2 0.1157 -0.7486 -0.4064
O3 1.3734 1.3249 0.1619
N1 -3.1641 0.0097 -0.1640
N2 -2.0976 -0.7005 0.3338
N3 2.2469 -0.7737 0.3048
C1 -0.9854 -0.0736 -0.2616
C2 1.2666 0.0697 0.1489
H1 3.3442 0.5814 -0.1779
H2 -3.0056 1.4299 -0.6254
H3 2.0273 -1.6865 0.0006
H4 -3.8072 -0.0379 1.2181
H5 -0.7693 0.9089 -0.3624

Forces on atoms 1 to 6 (eV/Å):
O 1.5976 -4.9785 0.3046
O 3.7085 0.3331 2.0308
O -1.1095 -4.3889 0.0838
N -3.4051 2.1766 4.7772
N 4.9216 4.3432 -5.1170
N 0.5768 -0.2152 0.5160

Results of the natural (NBO) charge analysis, in e, for atoms 1 through 5: O -0.51; O -0.50; O -0.61; N -0.53; N -0.26


No. 4
# C2H5N3O3

A cluster of 2 separate species, C2H5N3O3 in total (ωB97M-V with the def2-TZVPD basis set, the Open Molecules 2025 dataset).

## Properties
- Net charge: 0
- LUMO: 0.025 Ha
- SMILES: N/C=[N+](\[O-])O.N=C=O
- Max |F|: 6.0 eV/A
- ΔE to the lowest compared entry with this formula, charge and spin: 3.5366 eV
- Multiplicity: 1
- Molecular weight: 119.08 g/mol
- HOMO energy: -8.04 eV
- E: -12764.0647 eV

Cartesian coordinates (Å):
O1 0.9787 1.9957 -0.4289
O2 0.6921 0.5171 1.3351
O3 -2.6723 -1.6059 0.3468
N1 1.1618 -1.5375 -0.6189
N2 1.0415 0.6709 0.1681
N3 -2.0914 0.6239 0.6325
C1 -2.3762 -0.5030 0.5492
C2 1.1116 -0.1777 -0.8092
H1 0.8234 -2.0067 0.2530
H2 0.9750 -2.1334 -1.4441
H3 -1.7862 1.1450 1.5196
H4 1.1061 2.6915 0.3037
H5 1.0359 0.3201 -1.8069

Forces on atoms 1 to 6 (eV/Å):
O 0.2131 1.5261 1.5630
O 0.4088 -0.1319 1.8560
O -0.2287 -1.0547 -0.2068
N -0.6483 -1.3974 -0.0485
N -0.7087 0.5385 -2.4034
N 1.4272 5.2725 2.4255

Results of the natural (NBO) charge analysis, in e, for atoms 1 through 5: O -0.60; O -0.56; O -0.53; N -0.83; N 0.30


No. 5
# C2H5N3OS

An isolated molecule of C2H5N3OS (ωB97M-V with the def2-TZVPD basis set, the Open Molecules 2025 dataset).

## Properties
- Net charge: 0
- LUMO: 0.005 Ha
- SMILES: C=NOC(=S)NN
- Max |F|: 7.5 eV/A
- ΔE to the lowest compared entry with this formula, charge and spin: 5.4203 eV
- Multiplicity: 1
- Molecular weight: 119.15 g/mol
- HOMO energy: -8.87 eV
- E: -19503.5301 eV

Cartesian coordinates (Å):
S1 1.1104 -1.6552 0.0795
O1 -0.6567 0.2507 -0.3076
N1 -1.7981 -0.5942 -0.1704
N2 0.9654 2.2455 0.0650
N3 1.4590 0.9443 -0.0592
C1 -2.8838 0.1781 0.2347
C2 0.6091 -0.2420 -0.0022
H1 -3.8319 -0.3672 0.0333
H2 0.4968 2.3994 -0.8778
H3 2.4571 0.9566 0.3179
H4 -2.7632 1.2704 0.5493
H5 0.3926 2.4331 0.9229

Forces on atoms 1 to 6 (eV/Å):
S 1.7014 -5.6950 0.7142
O -0.3454 0.1457 1.1152
N -3.6274 3.2533 1.2803
N -1.0593 0.5398 -1.6079
N 0.8588 -1.0360 1.6154
C 4.5211 -2.3128 -2.0394

Results of the natural (NBO) charge analysis, in e, for atoms 1 through 5: S 0.03; O -0.43; N -0.08; N -0.66; N -0.48


No. 6
# C2H5N3OS

An isolated molecule of C2H5N3OS (ωB97M-V with the def2-TZVPD basis set, the Open Molecules 2025 dataset).

## Properties
- Net charge: 0
- LUMO: 0.013 Ha
- SMILES: N/N=C(\N)C(=O)S
- Max |F|: 4.7 eV/A
- ΔE to the lowest compared entry with this formula, charge and spin: 2.2965 eV
- Multiplicity: 1
- Molecular weight: 119.15 g/mol
- HOMO energy: -8.87 eV
- E: -19506.6539 eV

Cartesian coordinates (Å):
S1 -2.2372 -1.2775 0.0122
O1 -2.0592 1.3583 -0.0022
N1 0.5128 -1.0166 -0.1732
N2 1.8703 -1.1847 0.1223
N3 0.6527 1.4300 0.0215
C1 0.0167 0.1352 -0.1859
C2 -1.4467 0.3436 -0.1219
H1 -0.0461 2.1504 -0.0829
H2 -3.4102 -0.8331 0.2267
H3 2.1987 -2.0908 0.0665
H4 1.5773 1.4653 0.5652
H5 2.3711 -0.4801 -0.4484

Forces on atoms 1 to 6 (eV/Å):
S 1.8685 -0.8205 -0.4608
O 0.3773 0.9633 -0.2824
N 0.3958 -1.7441 0.5488
N -1.3418 4.4695 -0.6632
N 1.4143 -2.9825 -0.0453
C 1.8233 4.0930 1.0174

Results of the natural (NBO) charge analysis, in e, for atoms 1 through 5: S 0.00; O -0.54; N -0.25; N -0.65; N -0.89


Repeat the third record exactly.
# C2H5N3O3

A cluster of 3 separate species, C2H5N3O3 in total (ωB97M-V with the def2-TZVPD basis set, the Open Molecules 2025 dataset).

## Properties
- Net charge: 0
- LUMO: -0.002 Ha
- Max |F|: 8.3 eV/A
- ΔE to the lowest compared entry with this formula, charge and spin: 8.9030 eV
- Multiplicity: 1
- Molecular weight: 119.08 g/mol
- HOMO energy: -8.54 eV
- E: -12758.6982 eV

Cartesian coordinates (Å):
O1 3.4551 -0.3038 -0.1705
O2 0.1157 -0.7486 -0.4064
O3 1.3734 1.3249 0.1619
N1 -3.1641 0.0097 -0.1640
N2 -2.0976 -0.7005 0.3338
N3 2.2469 -0.7737 0.3048
C1 -0.9854 -0.0736 -0.2616
C2 1.2666 0.0697 0.1489
H1 3.3442 0.5814 -0.1779
H2 -3.0056 1.4299 -0.6254
H3 2.0273 -1.6865 0.0006
H4 -3.8072 -0.0379 1.2181
H5 -0.7693 0.9089 -0.3624

Forces on atoms 1 to 6 (eV/Å):
O 1.5976 -4.9785 0.3046
O 3.7085 0.3331 2.0308
O -1.1095 -4.3889 0.0838
N -3.4051 2.1766 4.7772
N 4.9216 4.3432 -5.1170
N 0.5768 -0.2152 0.5160

Results of the natural (NBO) charge analysis, in e, for atoms 1 through 5: O -0.51; O -0.50; O -0.61; N -0.53; N -0.26


Please write out number 2 again, unchanged.
# C2H5N3O3

An isolated molecule of C2H5N3O3 (ωB97M-V with the def2-TZVPD basis set, the Open Molecules 2025 dataset).

## Properties
- Net charge: 0
- LUMO: 0.002 Ha
- SMILES: NN/C(O)=C/[N+](=O)[O-]
- Max |F|: 2.4 eV/A
- ΔE to the lowest compared entry with this formula, charge and spin: 4.8973 eV
- Multiplicity: 1
- Molecular weight: 119.08 g/mol
- HOMO energy: -9.14 eV
- E: -12762.7039 eV

Cartesian coordinates (Å):
O1 2.6496 1.0894 0.0520
O2 3.3309 -0.9610 0.1166
O3 -0.0421 1.3176 0.0836
N1 -1.2369 -0.6472 0.1570
N2 -2.4135 0.1453 0.0935
N3 2.4414 -0.1236 0.0701
C1 1.1329 -0.7063 -0.0219
C2 -0.0268 0.0067 0.0983
H1 -2.2477 0.6693 -0.7383
H2 0.9836 -1.8068 -0.0707
H3 -2.7149 0.6283 0.9307
H4 -1.1959 -1.4902 -0.4067
H5 -0.6606 1.8784 -0.3641

Forces on atoms 1 to 6 (eV/Å):
O -0.5800 -0.8626 0.1497
O 0.3697 0.0048 0.1321
O 1.7207 0.9272 1.3760
N -0.1522 0.2585 0.8880
N 0.6717 -1.7337 -1.2863
N 0.0564 -0.3243 -0.6689

Results of the natural (NBO) charge analysis, in e, for atoms 1 through 5: O -0.40; O -0.41; O -0.66; N -0.46; N -0.66


Copy entry 3 word for word.
# C2H5N3O3

A cluster of 3 separate species, C2H5N3O3 in total (ωB97M-V with the def2-TZVPD basis set, the Open Molecules 2025 dataset).

## Properties
- Net charge: 0
- LUMO: -0.002 Ha
- Max |F|: 8.3 eV/A
- ΔE to the lowest compared entry with this formula, charge and spin: 8.9030 eV
- Multiplicity: 1
- Molecular weight: 119.08 g/mol
- HOMO energy: -8.54 eV
- E: -12758.6982 eV

Cartesian coordinates (Å):
O1 3.4551 -0.3038 -0.1705
O2 0.1157 -0.7486 -0.4064
O3 1.3734 1.3249 0.1619
N1 -3.1641 0.0097 -0.1640
N2 -2.0976 -0.7005 0.3338
N3 2.2469 -0.7737 0.3048
C1 -0.9854 -0.0736 -0.2616
C2 1.2666 0.0697 0.1489
H1 3.3442 0.5814 -0.1779
H2 -3.0056 1.4299 -0.6254
H3 2.0273 -1.6865 0.0006
H4 -3.8072 -0.0379 1.2181
H5 -0.7693 0.9089 -0.3624

Forces on atoms 1 to 6 (eV/Å):
O 1.5976 -4.9785 0.3046
O 3.7085 0.3331 2.0308
O -1.1095 -4.3889 0.0838
N -3.4051 2.1766 4.7772
N 4.9216 4.3432 -5.1170
N 0.5768 -0.2152 0.5160

Results of the natural (NBO) charge analysis, in e, for atoms 1 through 5: O -0.51; O -0.50; O -0.61; N -0.53; N -0.26